DFT (ωB97M-V with the def2-TZVPD basis set) results for a cluster of 15 separate species, C78H111F24N12O24PS8 in total at a distorted geometry.

Positions of all 258 atoms, in Å:
C -3.77508 1.29194 10.57208
C -3.86348 1.67359 9.07295
N -3.26238 0.65212 8.13269
C -3.71703 0.34618 6.91685
C -2.91612 -0.74567 6.46530
N -2.03519 -1.02972 7.45076
C -2.22956 -0.19046 8.46866
C -1.17912 -2.24933 7.32491
H -4.04316 2.05750 11.31827
H -2.90313 0.85620 10.95651
H -4.52163 0.47349 10.64608
H -3.32388 2.58048 8.92120
H -4.93225 1.74606 8.84511
H -4.56501 0.84236 6.47521
H -2.99809 -1.24808 5.53879
H -1.67985 -0.13099 9.40576
H -1.63181 -2.92902 8.06778
H -0.10882 -2.11789 7.51494
H -1.38151 -2.67903 6.33167
C 2.24036 -2.76172 -4.26957
C 1.16262 -1.73476 -3.92883
N 1.83749 -0.54853 -3.22760
C 2.47001 -0.63511 -2.03999
C 2.95316 0.57187 -1.66983
N 2.49018 1.42479 -2.63250
C 1.80951 0.72889 -3.52861
C 2.49643 2.92679 -2.61618
H 3.12328 -2.42537 -4.87617
H 1.69638 -3.64678 -4.65156
H 2.51163 -3.06941 -3.28197
H 0.36923 -2.12927 -3.23579
H 0.53323 -1.37957 -4.81341
H 2.60224 -1.54723 -1.50603
H 3.45609 0.93898 -0.76746
H 1.38032 1.25698 -4.35559
H 1.66919 3.30482 -2.01888
H 2.34819 3.30997 -3.61963
H 3.42780 3.29346 -2.11507
C -1.16725 -1.20773 -10.26530
C -1.19103 0.31844 -10.36962
N -2.25795 0.89628 -9.52984
C -2.82973 0.51558 -8.33107
C -3.79599 1.39022 -8.03868
N -3.77089 2.36678 -8.95071
C -2.82585 2.05135 -9.86942
C -4.66334 3.50021 -9.10056
H -0.43871 -1.69770 -10.89745
H -2.17184 -1.52824 -10.40461
H -0.93055 -1.45542 -9.22372
H -1.35862 0.77383 -11.42790
H -0.20534 0.76302 -9.98300
H -2.66072 -0.51889 -7.89321
H -4.53810 1.41780 -7.25542
H -2.66799 2.64745 -10.75777
H -4.35893 4.14050 -9.91407
H -4.78640 4.03623 -8.17691
H -5.63523 3.09610 -9.21264
C 5.27265 -6.75633 4.32774
C 3.73862 -6.54846 4.41296
C 3.03373 -7.64430 3.58866
C 1.51013 -7.33174 3.52627
P 0.62082 -8.18830 2.20571
C 0.60078 -10.00555 2.47238
C -0.43193 -10.72181 1.60587
C -0.59158 -12.23953 2.05732
C 0.55474 -13.08409 1.63618
C -0.97965 -7.55491 2.36628
C -1.58764 -7.73440 3.87438
C -3.10379 -7.65438 3.85042
C -3.69751 -6.32251 3.41332
C 1.26800 -7.66897 0.62649
C 2.62223 -8.38741 0.28210
C 2.97837 -8.31790 -1.21288
C 3.95781 -9.31598 -1.75343
H 5.67014 -6.86036 3.28952
H 5.66042 -7.65458 4.80524
H 5.85218 -5.98222 4.85049
H 3.47576 -5.61993 3.93462
H 3.36945 -6.58799 5.39200
H 3.16130 -8.67207 4.01556
H 3.49904 -7.68110 2.63074
H 1.34779 -6.27562 3.24075
H 0.98066 -7.56135 4.44252
H 0.41937 -10.01532 3.62839
H 1.63258 -10.28682 2.34441
H -0.04534 -10.80729 0.57066
H -1.38029 -10.26020 1.70190
H -1.55013 -12.67920 1.65974
H -0.56097 -12.38790 3.11333
H 0.75422 -12.92317 0.52073
H 0.33727 -14.16316 1.75426
H 1.53353 -12.89151 2.15961
H -1.73506 -7.80229 1.62114
H -0.84377 -6.43192 2.18275
H -1.16471 -6.96995 4.50985
H -1.22967 -8.64327 4.35239
H -3.51283 -8.06743 4.80449
H -3.58052 -8.42674 3.19336
H -3.28376 -6.04867 2.38039
H -3.28773 -5.54360 4.04744
H -4.75916 -6.42304 3.35858
H 1.32984 -6.60597 0.60155
H 0.41230 -7.88974 -0.09238
H 2.56310 -9.44740 0.48950
H 3.47044 -8.02835 0.93485
H 3.49814 -7.35869 -1.33323
H 2.09508 -8.29167 -1.86168
H 3.57194 -10.36228 -1.92251
H 4.77440 -9.38594 -1.00644
H 4.41493 -8.96049 -2.71600
C -6.85114 9.89443 -1.60452
N -5.65764 9.94709 -2.38405
C -5.68780 9.83580 -3.75954
C -4.54529 9.80647 -4.50553
C -3.29997 9.71779 -3.83722
C -3.20444 9.87394 -2.45347
C -4.42806 9.92133 -1.74688
C -2.07207 9.61324 -4.69261
C -1.83318 8.34630 -5.31489
C -0.75517 8.17151 -6.13287
N 0.04389 9.19077 -6.41990
C -0.20741 10.41304 -5.97010
C -1.18051 10.63435 -4.99184
C 1.36783 8.94650 -7.05979
H -7.21927 8.83496 -1.60619
H -7.63054 10.54932 -2.03531
H -6.70281 10.30251 -0.59675
H -6.72157 9.87419 -4.15258
H -4.54512 9.73571 -5.58797
H -2.26798 9.77465 -1.91081
H -4.46279 9.90514 -0.65183
H -2.51742 7.51379 -5.18698
H -0.50727 7.16789 -6.46137
H 0.47739 11.21318 -6.21075
H -1.42358 11.61672 -4.56925
H 2.06416 9.43147 -6.40986
H 1.48234 9.43070 -8.05059
H 1.46084 7.87957 -7.27116
C 1.53813 -0.23550 3.11672
N 0.70439 0.27693 2.00024
C 0.12583 -0.68235 1.21513
C -0.60907 -0.30304 0.11315
C -0.71880 1.05583 -0.25532
C -0.00386 1.94001 0.53424
C 0.69875 1.57213 1.65904
C -1.53350 1.41080 -1.42576
C -2.60849 0.67770 -1.83015
C -3.40714 1.19578 -2.85390
N -3.08902 2.27547 -3.54135
C -1.96287 2.93044 -3.21843
C -1.22562 2.55073 -2.12818
C -3.74289 2.57466 -4.74134
H 0.96199 -0.09715 4.00692
H 2.41854 0.33027 3.19812
H 1.79206 -1.27993 2.91162
H 0.28729 -1.73109 1.39056
H -1.12238 -1.07124 -0.49362
H -0.05238 3.02829 0.31863
H 1.24520 2.19473 2.31563
H -2.89173 -0.25916 -1.35470
H -4.21093 0.61598 -3.27786
H -1.70421 3.73778 -3.84557
H -0.37836 3.13107 -1.89051
H -3.23776 3.38677 -5.27908
H -4.77639 2.89180 -4.59302
H -3.77149 1.60684 -5.18066
C 5.87114 -1.38072 1.41416
N 5.71623 -0.82003 2.75746
C 4.83487 -1.26985 3.63501
C 4.60347 -0.70228 4.84139
C 5.38607 0.41704 5.18665
C 6.37578 0.83746 4.38872
C 6.50107 0.20185 3.11449
C 5.18022 1.14242 6.50405
C 4.01352 1.76842 6.80304
C 3.85435 2.61812 7.87942
N 4.89189 2.75448 8.73112
C 5.98041 1.94383 8.55422
C 6.16233 1.09760 7.49035
C 4.88741 3.92018 9.72951
H 6.35951 -2.33952 1.48862
H 6.51837 -0.73012 0.81590
H 4.92005 -1.59844 0.95163
H 4.27801 -2.13930 3.34572
H 3.91441 -1.22410 5.52240
H 7.00201 1.70206 4.56306
H 7.30292 0.47963 2.45399
H 3.17106 1.70402 6.16991
H 2.88629 3.16010 8.13730
H 6.78407 2.08012 9.28463
H 7.07237 0.56261 7.40795
H 5.01594 4.83168 9.09486
H 5.73609 3.96760 10.39476
H 3.87904 4.00147 10.16641
C -3.05028 -2.85927 -4.35154
F -3.82527 -2.80335 -3.23495
F -1.91512 -3.49298 -3.99050
F -3.78334 -3.58165 -5.26296
S -2.58920 -1.27342 -5.13151
O -1.76508 -0.57301 -4.13375
O -1.85778 -1.68281 -6.33486
O -3.88027 -0.60655 -5.36891
C 3.84835 -4.48315 0.08561
F 3.97506 -5.79010 0.32830
F 5.05982 -3.93394 -0.01010
F 3.25732 -4.32574 -1.14193
S 2.94427 -3.64362 1.43817
O 2.63378 -2.35621 0.88754
O 1.79986 -4.48199 1.68038
O 3.88437 -3.62688 2.50594
C 0.30190 3.00794 -7.78584
F -0.28621 3.58974 -8.86228
F -0.52740 1.99254 -7.40759
F 1.36087 2.41217 -8.26570
S 0.65455 4.14828 -6.46259
O 0.74167 3.23588 -5.31662
O 1.80403 4.94350 -6.76099
O -0.58965 4.93235 -6.43934
C -6.36031 6.56377 -4.25477
F -7.16807 7.35474 -4.94151
F -5.77412 7.18936 -3.20753
F -7.02290 5.55169 -3.81895
S -5.01393 5.90376 -5.28999
O -5.73528 4.91178 -6.11616
O -4.60020 7.02867 -6.01506
O -4.07699 5.36187 -4.31763
C -0.64776 6.77721 -2.68897
F -1.42898 7.84270 -2.57654
F -1.25537 5.86093 -3.46517
F 0.50974 7.13327 -3.32235
S -0.41134 6.06111 -0.98316
O 0.32431 7.01860 -0.18071
O -1.77139 5.88896 -0.54909
O 0.37530 4.85355 -1.28061
C -3.22154 -2.53421 2.78916
F -3.05784 -1.56051 1.89257
F -4.00712 -2.07284 3.77096
F -3.80842 -3.54629 2.13872
S -1.59176 -3.05469 3.48920
O -0.98852 -1.87088 3.95236
O -1.88690 -4.00290 4.56021
O -0.97378 -3.67847 2.33212
C -1.06989 3.81474 6.27738
F -1.92227 4.12698 7.26804
F -1.76713 3.49467 5.23084
F -0.39624 4.98433 5.99141
S 0.03045 2.33232 6.64202
O 1.15902 2.35958 5.69440
O 0.47511 2.27212 8.04092
O -1.01876 1.35022 6.36857
C 4.86154 3.97317 2.41216
F 5.44937 3.68748 3.57143
F 3.58151 4.37422 2.68731
F 5.48208 4.99503 1.86383
S 4.89998 2.53203 1.34546
O 4.10080 1.51270 1.99440
O 4.33157 2.95852 0.06157
O 6.28863 2.13921 1.29933

As for the charge: +2. Its multiplicity is 1. The value obtained for the frontier orbital gap is 0.248 hartree.